one | Molecular formula: C39H46Br3F4N4OP2STl
Method: DFT, ωB97M-V with the def2-TZVPD basis set

## Properties
Molecular weight = 1200.9 g/mol
LUMO level = 3.806 eV
Total charge = -2

Atoms and positions in Å:
Tl (-0.5721, -0.5049, -0.1363)
Br (-0.1285, 1.0604, 5.0585)
Br (-3.9536, 0.5880, -4.2885)
Br (-1.3422, -1.4997, 3.5675)
S (-0.3779, -0.6363, -3.3407)
P (2.4449, -2.5485, 0.5201)
P (-3.7848, 1.0611, -1.1231)
F (-6.5365, 1.6000, -5.4601)
F (-6.3717, 2.7955, -0.1803)
F (-8.4580, 3.5016, -1.6415)
F (-8.5680, 2.9114, -4.2884)
O (-0.4281, 1.9261, 0.9846)
N (1.7620, 1.0103, -2.7551)
N (1.3603, -1.4838, 0.6970)
N (1.8483, -0.1341, -4.6927)
N (1.1658, 1.3416, -1.5370)
C (-2.5693, 4.9564, -0.5342)
C (-5.7988, -0.0822, 2.2523)
C (-3.7911, 1.0227, 2.9638)
C (1.7969, 2.3188, -0.9993)
C (2.3791, 4.1655, 0.4319)
C (3.8134, -2.0055, -0.7009)
C (-6.3617, 2.4144, -1.4653)
C (1.0066, -4.9217, 0.9970)
C (-5.3772, 1.4405, -3.3888)
C (1.1307, 0.1835, -3.5282)
C (-5.4778, 0.1949, 0.9332)
C (2.2375, 5.0514, 1.4842)
C (-7.5128, 2.5249, -3.5580)
C (-7.4578, 2.8154, -2.2123)
C (-2.8638, 2.6439, -1.1456)
C (-1.3898, 4.9984, -1.2730)
C (-6.4613, 1.8454, -4.1452)
C (5.1545, -2.7443, -0.6764)
C (1.1709, 4.8516, 2.3670)
C (-0.2458, 0.0718, 3.3889)
C (0.3001, 3.8038, 2.1868)
C (4.0586, -0.5084, -0.4507)
C (3.2351, -2.1011, -2.1198)
C (-3.3059, 3.7875, -0.4751)
C (4.2048, -4.1823, 2.2863)
C (3.3281, -2.9309, 2.1902)
C (0.7260, -3.9241, -1.2077)
C (-1.6817, 2.6869, -1.8736)
C (-4.9538, 0.3343, 3.2741)
C (-4.3289, 0.9184, 0.6164)
C (2.7960, -5.2214, -0.7009)
C (0.4243, 2.8668, 1.1136)
C (1.7791, -4.2267, -0.1323)
C (-0.9535, 3.8702, -1.9434)
C (-3.4740, 1.3158, 1.6432)
C (1.5137, 3.0876, 0.2078)
C (2.2547, -2.9945, 3.2854)
C (-5.3072, 1.6972, -2.0097)
C (4.1879, -1.7068, 2.5356)
H (4.5634, -0.0813, -1.3236)
H (4.9867, -4.2124, 1.5284)
H (2.6717, 2.6810, -1.5521)
H (-6.7009, -0.6371, 2.4826)
H (3.1977, 4.3041, -0.2696)
H (-1.3109, 1.7882, -2.3583)
H (-5.1872, 0.0986, 4.3054)
H (-2.5357, 1.8129, 1.4154)
H (4.6806, -0.3210, 0.4227)
H (5.0518, -3.8187, -0.8347)
H (2.5093, 0.5881, -4.9423)
H (-2.9001, 5.8315, 0.0128)
H (2.7221, -2.8330, 4.2635)
H (-4.2145, 3.7530, 0.1144)
H (-6.1325, -0.1542, 0.1403)
H (1.5118, -2.2215, 3.1055)
H (3.8667, -1.5265, -2.8038)
H (2.2369, -1.6694, -2.1721)
H (1.0261, 5.5270, 3.2051)
H (5.7015, -2.5871, 0.2537)
H (5.7801, -2.3520, -1.4877)
H (1.6604, -5.3705, 1.7439)
H (3.2639, -4.8551, -1.6134)
H (0.3304, -4.2212, 1.4908)
H (-0.0321, -3.2438, -0.8208)
H (4.6965, -4.1957, 3.2679)
H (4.4994, -1.7781, 3.5842)
H (-3.1075, 1.3181, 3.7519)
H (1.1300, -3.4783, -2.1115)
H (2.2729, -6.1516, -0.9571)
H (2.9325, 5.8713, 1.6181)
H (1.7333, -3.9470, 3.3239)
H (-0.7950, 5.9038, -1.2919)
H (3.6155, -0.7864, 2.4059)
H (-0.6635, 0.7325, 2.6312)
H (3.5847, -5.4743, 0.0078)
H (3.1978, -3.1260, -2.4906)
H (0.4058, -5.7294, 0.5629)
H (5.0909, -1.6432, 1.9307)
H (-0.5290, 3.6480, 2.8695)
H (3.6221, -5.1003, 2.2089)
H (0.7526, -0.2411, 3.1113)
H (3.1095, 0.0075, -0.3171)
H (0.2327, -4.8639, -1.4854)
H (-0.0176, 3.8808, -2.4871)
H (1.2436, -0.4325, -5.4406)

two | Molecular formula: C39H46Br3F4N4OP2STl
Method: DFT, ωB97M-V with the def2-TZVPD basis set

## Properties
Molecular weight = 1200.9 g/mol
LUMO level = 3.832 eV
Total charge = -2

Atoms and positions in Å:
Tl (-0.0246, 0.9393, -0.0250)
Br (-4.1237, -0.2391, 0.2708)
Br (-3.5325, 2.6205, 1.6115)
Br (-1.9550, -1.2088, 3.1108)
S (0.1518, -2.1612, 0.2942)
P (1.1323, -0.1525, 3.0626)
P (3.0244, 2.8119, -0.9732)
F (-1.2295, -2.5192, 8.0491)
F (2.4454, -0.6026, 5.9101)
F (1.3317, -1.6363, 8.1014)
F (-2.6844, -2.3340, 5.8053)
O (-1.5545, 1.7398, -2.1002)
N (2.2496, 1.7085, -0.2435)
N (2.3033, -3.1714, -0.9044)
N (1.3214, -1.5328, -2.1154)
N (0.3519, -0.5477, -2.2699)
C (1.2548, 3.5903, -2.9962)
C (4.7017, 3.1145, -3.4149)
C (3.2796, 1.0788, -3.1475)
C (2.6556, -1.1151, 2.7579)
C (1.7696, 1.4367, 3.7342)
C (4.1152, 2.1279, -2.4010)
C (-2.3499, 2.5410, -4.1625)
C (2.4936, 3.9684, 4.6590)
C (-0.7791, 0.7262, -5.4991)
C (3.4257, 2.9397, 4.6359)
C (0.6206, -1.5472, 6.9681)
C (4.1773, -2.9661, 3.0542)
C (-0.7486, 0.7140, -4.1014)
C (-3.7554, 1.6262, -0.0353)
C (5.2697, 1.3312, -1.7778)
C (3.0661, 1.6809, 4.1778)
C (2.6284, 5.4913, -2.1595)
C (1.2828, -2.2138, -1.0112)
C (0.1350, -0.2844, -3.5022)
C (4.2310, 3.7203, 0.2259)
C (3.3885, -0.7047, 1.6400)
C (-1.5509, 1.6568, -3.3696)
C (-1.5591, 1.6004, -6.2369)
C (-0.6832, -1.9974, 6.9433)
C (-1.4187, -1.8998, 5.7774)
C (4.5287, -1.4021, 1.2694)
C (1.9393, 4.1828, -1.7567)
C (1.1745, -1.0127, 5.8184)
C (5.3557, 4.5687, -0.3740)
C (0.7967, 4.5200, -0.7859)
C (3.0475, -2.2588, 3.4453)
C (0.8500, 2.4856, 3.7257)
C (-0.8577, -1.3592, 4.6318)
C (4.9294, -2.5312, 1.9730)
C (-2.3530, 2.5144, -5.5380)
C (1.2046, 3.7413, 4.1986)
C (4.8444, 2.6589, 1.1494)
C (0.4711, -0.9105, 4.6271)
C (3.3982, 4.6130, 1.1549)
H (5.8946, 5.0690, 0.4414)
H (5.3024, 3.8987, -2.9531)
H (0.2675, 3.6207, -0.4764)
H (1.8971, 6.1209, -2.6810)
H (3.0351, 5.5134, 0.6605)
H (5.3705, 3.1639, 1.9697)
H (5.3543, 2.5618, -4.1028)
H (3.0546, 0.1426, 1.0313)
H (0.8234, 2.6139, -2.7777)
H (4.0247, 4.9302, 1.9970)
H (-2.8457, 1.7047, -0.6322)
H (2.5234, -3.3655, 0.0610)
H (3.9362, 0.5433, -3.8451)
H (2.8565, 0.3562, -2.4505)
H (2.4655, -2.6244, 4.2819)
H (-1.5502, 1.5764, -7.3197)
H (3.1102, -2.9101, -1.4561)
H (-0.1528, 0.0062, -6.0197)
H (5.5563, 2.0062, 0.6500)
H (-4.6145, 2.0474, -0.5404)
H (0.6896, -0.8864, -4.2315)
H (2.5487, 4.0595, 1.5592)
H (1.9278, 3.4994, -3.8482)
H (0.4299, 4.2437, -3.2987)
H (-0.1414, 2.3188, 3.3154)
H (2.4631, 1.5024, -3.7258)
H (5.7374, 0.7237, -2.5610)
H (6.0460, 1.9613, -1.3445)
H (0.0790, 5.1619, -1.3090)
H (1.1264, 5.0443, 0.1083)
H (3.7976, 0.8826, 4.1558)
H (4.8854, 0.6572, -1.0108)
H (5.8113, -3.0817, 1.6660)
H (2.9829, 6.0575, -1.2976)
H (0.4814, 4.5474, 4.1780)
H (3.4686, 5.3394, -2.8364)
H (-2.9538, 3.2599, -3.6183)
H (5.0888, -1.0746, 0.4017)
H (-2.9759, 3.2176, -6.0842)
H (4.9865, 5.3437, -1.0460)
H (4.4419, 3.1205, 4.9663)
H (4.4644, -3.8601, 3.5956)
H (6.0839, 3.9683, -0.9184)
H (3.9294, 3.5875, -4.0207)
H (4.0528, 2.0416, 1.5704)
H (2.7807, 4.9535, 5.0078)

Which of them is the least stable? Correct choice: two.

one | Molecular formula: CH18N2O8
Method: DFT, ωB97M-V with the def2-TZVPD basis set

## Properties
Molecular weight = 186.2 g/mol
Structure (SMILES) = NC(N)=O.O.O.O.O.O.O.O
LUMO level = 0.287 eV
Total charge = 0

Atoms and positions in Å:
O (4.9984, 0.2672, 1.5275)
O (3.6219, 4.0300, -0.6764)
O (1.6142, 3.6792, -6.2099)
O (-2.8829, -0.7795, 3.4387)
O (1.8200, -0.7126, -6.3032)
O (0.8453, -0.1079, -1.7771)
O (-2.3599, 2.9299, -0.1371)
O (-1.9405, -5.4022, 0.0785)
N (-3.5276, -0.6954, 5.5896)
N (-2.4232, -2.3299, 4.9280)
C (-2.8925, -1.1644, 4.5653)
H (-2.5347, -2.6444, 5.8812)
H (3.4355, 3.4444, -1.4103)
H (1.2187, -0.6618, -7.0462)
H (2.6761, -0.4952, -6.6719)
H (4.1032, -0.0156, 1.7143)
H (3.8395, 3.4443, 0.0487)
H (-3.3685, -1.0464, 6.5232)
H (-0.0883, -0.2607, -1.6313)
H (-1.8967, -4.4785, 0.3256)
H (-2.8202, -5.6781, 0.3359)
H (5.3062, -0.3394, 0.8541)
H (-4.1714, -0.0042, 5.2319)
H (-1.9268, 3.6950, 0.2414)
H (-2.3814, 2.2899, 0.5743)
H (1.9243, 2.8041, -5.9767)
H (0.7967, 3.7818, -5.7226)
H (-2.0123, -3.0288, 4.3257)
H (1.0271, -0.5211, -2.6212)

two | Molecular formula: CH18N2O8
Method: DFT, ωB97M-V with the def2-TZVPD basis set

## Properties
Molecular weight = 186.2 g/mol
Structure (SMILES) = NC(N)=O.O.O.O.O.O.O.O
LUMO level = -0.226 eV
Total charge = 0

Atoms and positions in Å:
O (17.0749, 6.7086, -2.6759)
O (13.6288, 8.1496, -1.6480)
O (14.3824, 5.8943, -3.1563)
O (11.8390, 4.0822, -2.8400)
O (9.4648, 6.6259, -5.5078)
O (13.8205, 3.1347, -5.0921)
O (14.5956, 5.7712, -5.8695)
O (13.0059, 4.7210, -0.3000)
N (11.2693, 7.8538, -4.9666)
N (11.5206, 5.8250, -5.4867)
C (10.6467, 6.7514, -5.2806)
H (12.8740, 3.0647, -5.2167)
H (14.7059, 5.9632, -4.9383)
H (13.7255, 5.2281, -2.9539)
H (12.2283, 7.8291, -4.6507)
H (16.2105, 6.5351, -3.0487)
H (12.6877, 8.3060, -1.5701)
H (11.2658, 3.6834, -2.1853)
H (17.2864, 5.9167, -2.1815)
H (12.4729, 6.1216, -5.3282)
H (12.4528, 4.9446, -1.0485)
H (10.6390, 8.6327, -4.8394)
H (13.8655, 7.7003, -0.8366)
H (11.7357, 3.5320, -3.6164)
H (14.4730, 6.6280, -6.2784)
H (14.0304, 4.0329, -5.3478)
H (11.1207, 4.9101, -5.3342)
H (13.6230, 4.0742, -0.6423)
H (14.5384, 6.3386, -2.3229)

Which of them is the least stable? Correct choice: one.

one | Molecular formula: C4H2
Method: DFT, ωB97M-V with the def2-TZVPD basis set

## Properties
Molecular weight = 50.1 g/mol
LUMO level = -1.503 eV
Total charge = 0

Atoms and positions in Å:
C (0.1747, -0.9039, -2.5422)
C (-0.1472, -0.3809, -1.4171)
C (-0.0484, 0.3623, 1.0502)
C (-0.2192, 0.0537, -0.1992)
H (-0.6265, 0.9859, 1.7230)
H (0.8666, -0.1172, 1.3854)

two | Molecular formula: C4H2
Method: DFT, ωB97M-V with the def2-TZVPD basis set

## Properties
Molecular weight = 50.1 g/mol
Structure (SMILES) = C#CC#C
LUMO level = 1.116 eV
Total charge = 0

Atoms and positions in Å:
C (-0.2104, 0.6263, 0.2557)
C (-0.7963, 1.6024, 0.6444)
C (0.7496, -1.6187, -0.6841)
C (0.3055, -0.5877, -0.2214)
H (1.0122, -2.5701, -1.0645)
H (-1.3025, 2.4361, 1.0970)

three | Molecular formula: C4H2
Method: DFT, ωB97M-V with the def2-TZVPD basis set

## Properties
Molecular weight = 50.1 g/mol
Structure (SMILES) = C#CC#C
LUMO level = 0.472 eV
Total charge = 0

Atoms and positions in Å:
C (1.9443, -0.0933, -0.0087)
C (-1.9107, -0.0943, 0.0363)
C (0.6709, -0.1565, 0.0873)
C (-0.6776, -0.2619, -0.0500)
H (-3.0301, 0.3751, -0.0263)
H (3.0032, 0.2309, -0.0386)

Which of them is the least stable? Correct choice: one.

one | Molecular formula: CH10O3S2
Method: DFT, ωB97M-V with the def2-TZVPD basis set

## Properties
Molecular weight = 134.2 g/mol
Structure (SMILES) = CSS.O.O.O
LUMO level = -1.035 eV
Total charge = 0

Atoms and positions in Å:
S (3.1156, 0.3171, 0.5167)
S (3.1955, -0.8636, -1.2014)
O (-3.4737, -1.3004, 1.0093)
O (-1.6514, -2.3504, -1.2626)
O (-3.6089, 1.6801, -1.1295)
C (3.3762, 1.8374, 1.4919)
H (-2.9011, -1.0711, 0.2581)
H (4.5561, -1.0565, -1.1895)
H (-0.8442, -1.9816, -0.8808)
H (4.0429, 1.3945, 2.3188)
H (-3.5506, -2.2447, 0.7949)
H (-3.2640, 2.0171, -0.2953)
H (-1.3754, -2.5028, -2.1855)
H (2.5552, 2.5091, 1.6811)
H (-4.1862, 0.9634, -0.8640)
H (4.0139, 2.6524, 0.9380)

two | Molecular formula: CH10O3S2
Method: DFT, ωB97M-V with the def2-TZVPD basis set

## Properties
Molecular weight = 134.2 g/mol
Structure (SMILES) = CSS.O.O.O
LUMO level = 0.359 eV
Total charge = 0

Atoms and positions in Å:
S (1.0302, 2.7687, -0.7514)
S (2.6545, 1.5107, -1.2563)
O (-2.7502, -1.5044, 3.4516)
O (-1.3565, -1.3800, -0.6483)
O (-4.0112, -4.2581, 0.9086)
C (2.1604, -0.0364, -0.5529)
H (-1.8388, -1.3489, 3.6440)
H (3.0007, -0.7245, -0.5524)
H (1.3300, -0.6127, -0.9751)
H (1.7673, 3.8860, -0.6403)
H (-1.4937, -2.1667, -1.2043)
H (-4.8575, -4.3560, 0.4678)
H (1.7609, 0.1757, 0.4436)
H (-2.8235, -2.4406, 3.6045)
H (-3.7760, -3.3497, 0.7235)
H (-0.4607, -1.1870, -0.9679)

Which of them is the least stable? Correct choice: one.